Entry 1:
Molecular formula: C31H50O3P2RuS
Method: DFT, ωB97M-V/def2-TZVPD

As for the total energy: -71079.8321 eV. As for the net charge: +1. The calculation puts the max |F| at 3.88 eV/A. The spin multiplicity is 6. The value obtained for the frontier orbital gap (spin up / spin down) is 7.423 / 3.373 eV. Its expectation value of S² is 8.791.

Each line ends with the Mulliken charge.
CARTESIAN COORDINATES (ANGSTROEM)
Ru1 0.03606 3.06153 -2.16001  -0.579
C1 1.45788 1.62231 2.17981  0.607
C2 2.37110 1.93555 1.14292  -0.283
C3 0.34573 2.93295 0.63505  0.448
C4 0.20139 2.17869 1.85428  0.642
C5 1.69032 2.76358 0.17710  1.424
C6 1.72750 0.81270 3.38465  -1.150
H1 2.77428 0.85551 3.70829  0.387
H2 1.44442 -0.23544 3.23510  0.064
H3 1.10095 1.14545 4.21775  0.441
C7 -1.06249 1.97796 2.58626  -1.788
H4 -1.78476 1.40772 1.98479  0.320
H5 -1.50680 2.94545 2.84288  0.582
H6 -0.90564 1.41174 3.50819  0.168
C8 -0.75311 3.71451 0.00776  -1.260
H7 -0.51322 4.79002 0.00064  0.303
H8 -1.62234 3.61943 0.66596  0.454
H9 -1.21784 3.35443 -0.99838  0.231
C9 2.31816 3.29819 -1.05537  -1.379
H10 2.90851 4.20010 -0.82826  0.377
H11 1.67966 3.64494 -1.93326  0.450
H12 3.04378 2.58198 -1.46551  0.378
C10 3.74086 1.41097 1.05309  -1.562
H13 4.35482 1.71432 1.91371  0.377
H14 4.25283 1.73968 0.14566  0.397
H15 3.69969 0.31229 1.04622  0.276
C11 -0.45725 -1.19965 0.40998  0.323
C12 0.67829 -1.77989 0.80917  0.408
C13 1.53040 -2.79026 0.13483  -1.816
C14 2.68519 -2.09346 -0.60351  -0.154
C15 2.21479 -1.43284 -1.85990  -0.866
C16 0.98071 -1.39828 -2.38044  0.875
C17 -0.36126 -1.99614 -2.06394  -0.123
C18 -1.17609 -1.35606 -0.90306  -1.136
H16 0.98595 -3.40637 -0.58930  0.500
H17 3.49019 -2.79434 -0.89486  0.463
H18 1.96420 -3.43867 0.91055  0.450
H19 -2.10926 -1.92562 -0.74022  0.326
H20 -0.91232 -0.45001 1.05632  0.162
H21 1.05856 -1.53532 1.81198  0.038
H22 -1.53239 -0.35952 -1.20953  0.183
H23 -0.99759 -1.79479 -2.95586  -0.605
H24 0.91022 -0.56572 -3.12434  -0.307
H25 -0.34242 -3.09118 -1.93849  0.507
H26 3.15856 -1.33384 0.05205  -0.160
H27 2.99855 -0.90393 -2.40535  0.446
P1 -0.43204 -0.54164 -4.96204  1.095
P2 -0.01014 2.64025 -4.21098  1.053
C19 -0.25591 0.73760 -6.26057  -1.157
C20 -0.83543 2.06516 -5.73241  -0.792
H28 -0.80032 0.38508 -7.14893  0.448
H29 0.81517 0.82071 -6.50124  0.438
H30 -0.75584 2.85651 -6.49251  0.544
H31 -1.90058 1.93292 -5.47444  0.343
C21 -0.82396 4.28258 -3.86834  -1.394
H32 -0.49999 4.86292 -2.96347  0.373
H33 -1.91017 4.18109 -3.82902  0.431
H34 -0.46370 4.81487 -4.75315  0.512
C22 1.74849 2.98398 -4.62033  -1.546
H35 1.85118 3.39757 -5.63355  0.438
H36 2.32284 2.04785 -4.52097  0.262
H37 2.10522 3.67817 -3.84420  0.616
C23 -1.99342 -1.34450 -5.56527  -1.490
H38 -2.34870 -2.08158 -4.83328  0.436
H39 -1.77182 -1.84687 -6.51600  0.419
H40 -2.76471 -0.57649 -5.70749  0.323
C24 0.76372 -1.77770 -5.62245  -1.300
H41 1.62646 -1.24646 -6.02939  0.385
H42 0.28432 -2.36173 -6.41142  0.469
H43 1.10144 -2.44376 -4.82271  0.315
C25 -2.93623 -3.37609 9.19886  -1.349
C26 -2.59273 -3.08312 7.76820  0.965
C27 -3.05337 -3.92296 6.74401  -0.552
C28 -2.71851 -3.68184 5.41674  -0.419
C29 -1.90032 -2.59612 5.10425  -0.108
C30 -1.47103 -1.71544 6.10189  -0.206
C31 -1.81193 -1.97080 7.42504  -0.870
S1 -1.33469 -2.30964 3.42264  1.759
O1 0.03531 -1.84207 3.70293  -0.659
O2 -1.42946 -3.61001 2.78102  -0.700
O3 -2.22643 -1.26917 2.90219  -0.597
H44 -4.01792 -3.34019 9.36465  0.352
H45 -2.59925 -4.37774 9.48453  0.359
H46 -2.46001 -2.65130 9.86102  0.362
H47 -3.68171 -4.77838 7.00412  0.412
H48 -3.07276 -4.33532 4.61952  0.481
H49 -0.86507 -0.85415 5.84248  0.393
H50 -1.46477 -1.30283 8.21469  0.318

=====

Entry 2:
Molecular formula: C31H51N5O5
Method: DFT, ωB97M-V/def2-TZVPD

As for the total energy: -50662.1608 eV. As for the net charge: 0. The calculation puts the max |F| at 1.36 eV/A. The value obtained for the frontier orbital gap is 9.404 eV. Its SMILES is CCCCCCC[C@@](C#N)(CCC(N)=O)[C@](C#N)(Cc1ccc(C)cc1)OC[C@H](C)O.CN(C)C=O.CN(C)C=O.

Each line ends with the Mulliken charge.
CARTESIAN COORDINATES (ANGSTROEM)
C1 4.16666 5.03053 2.12117  -1.118
C2 5.20963 4.02764 2.61075  -0.477
C3 5.40620 2.84475 1.66518  -1.025
C4 4.28266 1.80852 1.73263  0.513
C5 4.41897 0.93401 2.97558  -0.900
C6 3.39790 -0.20659 3.09534  -1.011
C7 1.92768 0.25901 2.97858  -1.540
C8 1.10484 -0.40140 1.85031  3.586
C9 1.87400 -0.25116 0.61082  -1.012
N1 2.44921 -0.10863 -0.36279  -0.911
C10 0.87911 -1.90440 2.16696  -1.358
C11 1.54660 -2.90457 1.22393  -1.177
C12 0.78751 -3.11314 -0.06804  0.439
N2 1.48542 -2.98136 -1.25474  -0.362
O1 -0.39502 -3.39393 -0.02538  -0.625
C13 -0.24473 0.36440 1.59295  0.530
C14 0.11950 1.71724 1.11477  -0.371
N3 0.28251 2.77976 0.74309  -0.718
C15 -1.08555 0.48827 2.90531  -1.142
C16 -1.94576 1.73282 2.91190  -0.015
C17 -1.64991 2.77544 3.78690  -0.490
C18 -2.42543 3.93074 3.76355  -0.847
C19 -3.48484 4.05027 2.87201  1.218
C20 -4.31137 5.31709 2.81928  -1.505
C21 -3.79710 2.99292 2.01840  -0.999
C22 -3.02920 1.83213 2.04286  -0.292
O2 -1.01716 -0.37639 0.67955  -0.061
C23 -1.19953 0.16013 -0.62809  -0.608
C24 -2.00815 -0.84450 -1.43077  0.689
C25 -2.44437 -0.20387 -2.74519  -1.677
O3 -3.19143 -1.06887 -0.65086  -0.579
H1 3.22783 4.56603 1.82986  0.269
H2 4.55656 5.61827 1.29423  0.309
H3 3.95865 5.74113 2.92050  0.339
H4 4.98106 3.72306 3.63145  0.316
H5 6.16021 4.56039 2.66428  0.336
H6 5.49735 3.24319 0.65426  0.380
H7 6.36692 2.37341 1.87782  0.421
H8 4.38119 1.18798 0.84691  0.145
H9 3.34083 2.35424 1.70450  -0.266
H10 5.40637 0.47763 2.92801  0.414
H11 4.34588 1.56204 3.86309  0.253
H12 3.63195 -1.03157 2.42530  0.311
H13 3.51439 -0.60602 4.10236  0.383
H14 1.91867 1.34540 2.90894  0.658
H15 1.42242 0.01099 3.90754  0.712
H16 1.26784 -2.10319 3.16200  0.417
H17 -0.18454 -2.12691 2.18812  0.594
H18 2.60212 -2.70394 1.05561  0.288
H19 1.50472 -3.87745 1.71470  0.669
H20 0.86442 -3.09411 -2.04956  0.396
H21 1.91756 -2.06592 -1.36463  0.220
H22 -0.46365 0.43214 3.78859  0.811
H23 -1.76465 -0.35928 2.86493  0.396
H24 -0.81526 2.65277 4.46259  0.388
H25 -2.17021 4.73055 4.44648  0.378
H26 -3.78037 6.08334 2.25664  0.287
H27 -5.23050 5.12227 2.27494  0.348
H28 -4.50059 5.68420 3.82325  0.382
H29 -4.62546 3.09082 1.33311  0.345
H30 -3.26938 1.02580 1.36239  0.657
H31 -0.25229 0.30610 -1.14832  0.212
H32 -1.78806 1.07519 -0.61797  0.354
H33 -1.45770 -1.76794 -1.59402  0.248
H34 -1.57481 0.07960 -3.33269  0.349
H35 -3.08754 -0.90260 -3.26437  0.478
H36 -3.05591 0.66192 -2.51094  0.288
H37 -3.49572 -1.97104 -0.78116  0.345
C26 2.90885 -7.95937 -3.41451  0.117
O4 3.75068 -8.83368 -3.48211  -0.586
N4 2.71282 -7.16407 -2.34594  0.139
C27 1.69125 -6.13324 -2.32023  -0.990
C28 3.55816 -7.34943 -1.17955  -0.886
H38 2.21863 -7.74127 -4.24803  0.246
H39 2.15200 -5.16066 -2.16156  0.460
H40 0.98924 -6.33108 -1.50634  0.309
H41 1.14580 -6.12152 -3.26217  0.290
H42 4.60423 -7.20112 -1.44919  0.309
H43 3.44741 -8.36416 -0.79570  0.310
H44 3.27667 -6.63569 -0.40917  0.277
C29 -4.27866 1.25932 -5.62549  0.111
O5 -3.63073 0.28275 -5.30181  -0.584
N5 -5.58123 1.23648 -5.96642  0.111
C30 -6.30265 2.43602 -6.34196  -0.913
C31 -6.27964 -0.03803 -5.95441  -0.926
H45 -3.83820 2.27043 -5.66374  0.309
H46 -7.13900 2.60019 -5.65952  0.340
H47 -6.68978 2.33817 -7.35818  0.338
H48 -5.64091 3.29829 -6.29998  0.288
H49 -6.24561 -0.47230 -4.95484  0.269
H50 -5.79888 -0.73301 -6.64345  0.290
H51 -7.31469 0.11031 -6.25096  0.386